<w>
Below is a cluster of 2 separate species, C4H12N2 in total, with properties calculated with the ωB97M-V functional and the def2-TZVPD basis.

Structure (XYZ):
```
18
Properties=species:S:1:pos:R:3
C -1.68547 -0.61242 1.13532
C -0.34354 -0.03779 1.33533
C 0.50687 -0.42036 2.34513
H -1.68825 -1.45580 0.39459
H -1.84619 -1.20423 2.03685
H -2.44269 0.13845 1.15621
H -0.27864 1.03911 1.06803
H 1.04104 0.34281 2.87895
H 0.70856 -1.51532 2.61438
N -0.71208 0.61226 -1.73808
C 0.73221 0.60706 -1.85137
N 1.55867 -0.20333 -1.08130
H -1.07597 -0.31619 -2.11705
H -0.95118 0.58471 -0.73501
H 0.79954 0.54380 -2.98937
H 0.94848 1.61005 -1.41721
H 1.18044 -0.19664 -0.12739
H 2.41832 0.34782 -0.81375
```

Properties
HOMO level (spin up / spin down), eV: 0.59 / -2.96
E_LUMO (spin up / spin down), eV: 4.3 / 4.3
Total charge: -1
Spin multiplicity: 2



<x>
Below is a cluster of 2 separate species, C4H12N2 in total, with properties calculated with the ωB97M-V functional and the def2-TZVPD basis.

Structure (XYZ):
```
18
Properties=species:S:1:pos:R:3
C 1.71623 0.95550 -1.27387
C 2.05269 -0.32053 -1.38524
N 1.00022 -1.21388 -1.18064
H 2.48016 1.68555 -1.40354
H 0.72081 1.23000 -0.92568
H 3.01045 -0.64786 -1.74183
H 1.42286 -2.16665 -0.98581
H 0.53001 -1.07844 -0.29369
C -1.71490 1.23892 0.43379
N -1.41985 -0.21719 0.71025
C -1.15684 -0.46639 2.14728
H -0.98568 1.75726 1.07082
H -2.65529 1.60149 0.87158
H -1.68034 1.58129 -0.62544
H -2.10541 -0.77428 0.25989
H -1.88992 0.03409 2.73005
H -1.10643 -1.55346 2.36563
H -0.18686 -0.09651 2.43903
```

Properties
HOMO level (spin up / spin down), eV: 1.39 / -5.09
E_LUMO (spin up / spin down), eV: 4.0 / 3.9
Total charge: -1
Spin multiplicity: 2



From most stable to least stable, the computed energies give <x>, <w>.



<w>
Below is the molecule C25H35N5O4, with properties calculated with the ωB97M-V functional and the def2-TZVPD basis.

Structure (XYZ):
```
69
Properties=species:S:1:pos:R:3
C 5.52814 2.77700 0.12930
C 4.19533 3.51584 0.16211
C 3.07997 2.70817 0.82362
C 2.67444 1.48586 0.00031
N 1.59007 0.76710 0.64363
C 1.84346 -0.07432 1.68064
N 3.04942 -0.39351 2.19800
C 2.78816 -1.24431 3.17850
N 1.47167 -1.49949 3.31569
C 0.83433 -0.74059 2.35663
C -0.54651 -0.60041 2.01389
O -1.50111 -1.11295 2.56342
N -0.69652 0.26922 0.92627
C 0.29310 0.95598 0.24006
O 0.00552 1.70150 -0.67698
C -2.02950 0.41896 0.36558
H -2.70528 -0.13209 1.02506
H -2.30015 1.47619 0.33265
C -2.05123 -0.22742 -1.02848
O -1.75042 -1.38960 -1.18359
N -2.44730 0.61049 -2.01260
C -2.52433 0.24853 -3.38188
C -1.75466 0.95502 -4.30945
C -1.84397 0.61028 -5.64986
C -2.66909 -0.41963 -6.05896
C -3.43179 -1.10458 -5.13194
C -3.38534 -0.77934 -3.78243
C -4.23853 -1.48576 -2.76520
C -5.46328 -2.19656 -3.32959
H -6.05653 -1.51913 -3.94061
H -5.18047 -3.05635 -3.93138
H -6.08450 -2.55353 -2.51100
H -4.56584 -0.75125 -2.02280
H -3.61215 -2.20934 -2.23498
H -4.07621 -1.89991 -5.46914
H -2.72187 -0.68812 -7.10383
H -1.24995 1.14893 -6.37411
C -0.86401 2.09274 -3.89023
H -0.45319 1.91836 -2.89518
C -1.63046 3.41859 -3.90863
H -2.49338 3.38488 -3.24598
H -0.98390 4.23203 -3.58821
H -1.98921 3.63339 -4.91323
H -0.02779 2.16367 -4.58866
H -2.36426 1.59973 -1.82870
C 0.81193 -2.33164 4.28908
H -0.09877 -2.72035 3.82758
C 0.43886 -1.53509 5.54215
C -0.22986 -2.43178 6.57438
H -1.13562 -2.86885 6.16226
H -0.49579 -1.85720 7.45745
H 0.43734 -3.23660 6.87532
H 1.33637 -1.07964 5.96754
H -0.24502 -0.73523 5.25354
H 1.47286 -3.16320 4.54631
C 3.87792 -1.85923 3.98816
O 5.10454 -1.22693 3.75947
H 5.03619 -0.76629 2.91110
H 3.65514 -1.78463 5.05954
H 3.95069 -2.93196 3.73212
H 2.32181 1.79041 -0.98694
H 3.51010 0.79167 -0.09380
H 2.20101 3.34480 0.94900
H 3.40517 2.37447 1.81121
H 3.89583 3.77849 -0.85452
H 4.32164 4.44585 0.72036
H 5.81005 2.45770 1.13000
H 5.47689 1.90078 -0.51111
H 6.30882 3.42934 -0.25467
```

Properties
HOMO level, eV: -8.50
SMILES: CCCCn1c(=O)n(CC(=O)Nc2c(CC)cccc2CC)c(=O)c2c1nc(CO)n2CCC
E_LUMO, eV: 0.6



<x>
Below is the molecule C25H35N5O4, with properties calculated with the ωB97M-V functional and the def2-TZVPD basis.

Structure (XYZ):
```
69
Properties=species:S:1:pos:R:3
C 3.76105 2.81222 2.44549
H 4.73735 3.27370 2.57628
H 3.68777 2.45101 1.42439
H 3.00120 3.57554 2.59871
C 3.58443 1.67352 3.44584
C 3.78974 2.19024 4.86942
H 3.70424 1.38206 5.59240
H 4.77527 2.63748 4.97257
H 3.04512 2.94637 5.10929
C 2.20226 1.01714 3.34031
C 1.95480 0.29146 2.01785
N 1.66060 1.19434 0.93675
C 1.49727 0.70067 -0.31499
O 1.89351 -0.40021 -0.65707
C 0.80993 1.65081 -1.20639
C 0.26409 1.45241 -2.46284
N -0.21166 2.67604 -2.84154
C 0.01982 3.53419 -1.82785
N 0.62751 2.95292 -0.83309
H -0.26722 4.56644 -1.84706
H -0.65673 2.85003 -3.72976
C 0.14133 0.34641 -3.43490
O 0.26629 0.59690 -4.62721
N -0.12070 -0.89610 -2.97853
C -0.66313 -1.23059 -1.68363
C -2.10475 -1.75881 -1.89664
N -2.63990 -1.26347 -3.14704
C -3.00421 0.07712 -3.24041
C -3.48755 0.59660 -4.44784
C -3.86926 1.91779 -4.55892
C -3.80741 2.76798 -3.46732
C -3.38130 2.25802 -2.25432
C -2.98759 0.93828 -2.13684
H -2.66085 0.59854 -1.16791
H -3.34090 2.89509 -1.38202
H -4.10104 3.80288 -3.55785
H -4.22596 2.28511 -5.51037
H -3.58326 -0.03882 -5.31434
C -1.93687 -1.89121 -4.25265
C -0.41232 -1.91524 -3.96347
H -0.09401 -2.87832 -3.55886
H 0.15429 -1.69522 -4.86791
H -2.11684 -1.33689 -5.16964
H -2.31592 -2.91121 -4.37954
H -2.10759 -2.85063 -1.96108
H -2.75215 -1.47394 -1.06799
H -0.66443 -0.35358 -1.04234
H -0.02611 -1.98513 -1.21400
H 1.18646 2.06292 1.13885
H 2.82933 -0.30886 1.74120
C 0.76931 -0.68131 2.15749
O -0.30592 -0.47474 1.65401
O 1.11350 -1.72620 2.88619
C 0.18358 -2.81551 3.13912
C -0.25307 -3.44377 1.81679
H -0.85631 -2.74364 1.24540
H -0.83777 -4.33827 2.01274
H 0.62169 -3.71246 1.22865
C -1.01706 -2.30389 3.93316
H -1.57712 -1.58038 3.34725
H -0.68342 -1.82893 4.85340
H -1.67004 -3.13522 4.18333
C 0.99612 -3.81046 3.96686
H 0.38566 -4.67302 4.21661
H 1.86455 -4.14013 3.40329
H 1.33876 -3.34067 4.88496
H 2.10676 0.28318 4.14344
H 1.42485 1.77250 3.48001
H 4.34191 0.90896 3.24211
```

Properties
HOMO level, eV: -7.78
SMILES: CC(C)C[C@H](NC(=O)c1nc[nH]c1C(=O)N1CCN(c2ccccc2)CC1)C(=O)OC(C)(C)C
E_LUMO, eV: 0.7



From most stable to least stable, the computed energies give <w>, <x>.